Density functional theory data (ωB97M-V with the def2-TZVPD basis set) for a 2-piece molecular cluster, C5H11N overall.

Values from the calculation:
Max |F|: 3.971 eV/Å
HOMO energy: -0.3141 hartree
DFT total energy: -6847.9853 eV

XYZ file:
```
17
C5H11N (ωB97M-V with the def2-TZVPD basis set)
H -2.32411 1.45342 -0.53538
H 1.14859 -1.41112 0.88056
C 0.70151 -1.03748 -0.07745
H 2.73758 0.27913 1.25462
H 0.77191 0.90602 -1.00670
H -2.82836 -0.00580 -0.74163
C -1.33372 0.24849 0.51668
H 2.98062 1.59310 0.15533
C 1.47498 0.18267 -0.59459
C -0.81795 -0.95657 -0.05589
H 1.48818 1.45627 1.14784
H -1.02626 -0.87727 -1.73948
H 0.92576 -1.96018 -0.63138
H 2.22813 -0.15020 -1.32894
H -1.34005 -1.92055 -0.04235
N -2.58080 0.63592 0.03339
C 2.20794 0.90773 0.52620
```


Density functional theory data (ωB97M-V with the def2-TZVPD basis set) for a 3-piece molecular cluster, C5H11N overall.

Values from the calculation:
Max |F|: 0.500 eV/Å
HOMO energy: -0.3562 hartree
DFT total energy: -6849.1221 eV

XYZ file:
```
17
C5H11N (ωB97M-V with the def2-TZVPD basis set)
H 0.67390 0.50801 1.73170
H -0.28235 2.65431 -0.13964
C 2.32562 -0.62497 0.10647
C 1.48964 -1.34411 0.84883
H 0.59427 -1.79063 0.42470
H -0.89660 -0.27177 0.63685
C -2.25225 -0.10825 -1.07432
C -1.05705 0.31755 -0.27034
H 2.17140 -0.48730 -0.95615
C -0.40106 1.59847 -0.36565
H 1.64432 -1.48706 1.91596
H -2.24443 -1.19929 -1.17359
H -3.18691 0.18452 -0.58587
H 0.37590 1.18364 1.64556
H 3.16518 -0.09617 0.55042
N 0.18143 0.71849 -1.03668
H -2.21426 0.33015 -2.07531
```


Density functional theory data (ωB97M-V with the def2-TZVPD basis set) for one molecule with the formula C5H11N.

Values from the calculation:
Max |F|: 1.206 eV/Å
HOMO energy: -0.3314 hartree
DFT total energy: -6852.1146 eV

XYZ file:
```
17
C5H11N (ωB97M-V with the def2-TZVPD basis set)
N 0.67748 -0.09828 -0.47524
C -1.38129 -1.25218 -0.16308
C -0.56170 0.00050 0.25137
H -0.37126 -0.03056 1.35397
H -0.86102 -2.17536 0.17603
H -0.70176 2.19945 0.17703
C -1.29407 1.29894 -0.07024
H 2.50877 -1.34940 -0.56536
H -1.49961 -1.34149 -1.27934
C 1.80210 0.75235 -0.12076
H -2.39514 -1.32569 0.21111
H 1.85496 -1.08733 1.17288
H -2.19384 1.34292 0.56571
H 1.76850 1.31205 0.81968
H 2.32192 1.19104 -1.00729
C 1.84638 -0.74692 0.10268
H -1.52043 1.30995 -1.14914
```


Density functional theory data (ωB97M-V with the def2-TZVPD basis set) for one molecule with the formula C5H11N.

Values from the calculation:
Max |F|: 2.476 eV/Å
HOMO energy: -0.3338 hartree
DFT total energy: -6851.9834 eV

XYZ file:
```
17
C5H11N (ωB97M-V with the def2-TZVPD basis set)
H -0.13062 -1.41344 -0.31287
C -1.38235 0.41719 -1.68614
H -2.06843 -0.49948 -1.80413
H 2.18807 -0.88548 -0.54607
C -0.29528 -0.07356 2.58199
H -0.64473 0.42016 -2.58822
C 0.40426 -0.65759 1.54830
C 1.54456 -0.07624 -0.66404
C 0.17654 -0.39487 0.01766
H -1.14186 0.58035 2.37358
N -0.87757 0.57446 -0.32635
H -0.38917 1.46815 -0.26511
H 2.00273 0.82974 -0.23764
H 1.31700 -1.24801 1.86586
H 1.37966 0.02053 -1.75924
H -1.99830 1.27932 -1.83769
H -0.08452 -0.34125 3.64012
```


Density functional theory data (ωB97M-V with the def2-TZVPD basis set) for one molecule with the formula C5H11N.

Values from the calculation:
Max |F|: 1.687 eV/Å
HOMO energy: -0.2878 hartree
DFT total energy: -6852.5503 eV

XYZ file:
```
17
C5H11N (ωB97M-V with the def2-TZVPD basis set)
H 1.50622 1.02251 0.32614
C -1.13730 -0.04758 1.23644
H -1.63365 0.70824 1.85988
H -0.76642 1.60024 0.03901
H -1.86745 0.58079 -0.85727
N 0.13483 -0.13412 -0.69268
C 0.49466 -0.22133 -2.10578
H -1.76527 -0.91801 1.38889
H 2.01520 -0.66203 0.26424
C 0.34091 -0.26007 1.61930
H 0.42859 -1.25082 2.07942
C -1.02012 0.53609 -0.17889
C 1.14116 -0.02585 0.32378
H 0.18867 0.69222 -2.62350
H 1.58606 -0.24194 -2.17681
H 0.13609 -1.16683 -2.48725
H 0.67027 0.40822 2.42378
```


Density functional theory data (ωB97M-V with the def2-TZVPD basis set) for a 2-piece molecular cluster, C5H11N overall.

Values from the calculation:
Max |F|: 0.452 eV/Å
HOMO energy: -0.2956 hartree
DFT total energy: -6849.4896 eV

XYZ file:
```
17
C5H11N (ωB97M-V with the def2-TZVPD basis set)
C 0.10910 0.38890 -2.62436
H -0.63446 2.79383 1.23721
C -0.73613 1.75745 0.95289
H 0.27780 -1.90319 0.19933
H 0.04834 -0.59172 -2.14451
H -0.71818 -1.80958 1.66949
H 0.95676 0.39678 -3.31177
N 0.15680 0.66668 0.48282
H 0.96679 -2.37692 1.76039
H 1.82590 -0.15781 1.22797
H 0.62915 0.08574 2.52012
C 0.76465 -0.23286 1.47288
H -0.80538 0.57471 -3.19141
H 0.24786 1.13061 -1.83704
C 0.29281 -1.66710 1.26985
C -1.31206 0.74242 0.42882
H -2.06975 0.20206 -0.11268
```


Density functional theory data (ωB97M-V with the def2-TZVPD basis set) for an isolated ion of composition C5H11N and charge +1.

Values from the calculation:
2S+1: 2
Max |F|: 6.646 eV/Å
Charge: +1
HOMO energy (alpha / beta): -0.5457 / -0.5552 hartree
Expectation value of S²: 0.7642
DFT total energy: -6843.5888 eV

XYZ file:
```
17
C5H11N (ωB97M-V with the def2-TZVPD basis set)
H -0.83786 -2.28424 1.76134
H 1.42150 0.14265 -2.69648
C 0.05024 0.18864 -0.01562
H -1.67081 1.45809 0.22184
H -1.28867 -0.89223 3.06444
N -0.13962 -0.16347 1.38045
H 2.67809 0.78737 -1.71538
C 1.17304 -0.25194 -0.60252
H 1.69431 -1.05714 -0.13758
C 1.58797 0.56789 -1.74574
H -1.69134 0.18468 -1.13106
H 0.78632 -0.45251 1.68560
C -1.01152 0.98267 -0.57428
C -1.11563 -1.21787 2.00120
H -2.03317 -1.25775 1.54124
H -0.75698 1.73326 -1.29921
H 1.15412 1.53192 -1.73824
```


Density functional theory data (ωB97M-V with the def2-TZVPD basis set) for C5H11N2 as an isolated structure.

Values from the calculation:
Max |F|: 5.131 eV/Å
Charge: +1
HOMO energy: -0.4993 hartree
DFT total energy: -8330.5667 eV

XYZ file:
```
18
C5H11N2 (ωB97M-V with the def2-TZVPD basis set)
H -0.60436 1.38982 -0.14143
H 1.52326 3.09247 0.93538
H 1.66276 0.55018 -0.03611
H 0.69699 3.22518 -0.67539
C -2.11599 -1.78683 -1.83915
H 1.35106 0.07013 1.63741
H 0.39101 -2.05252 2.04418
C 0.12154 -1.99791 0.94236
H -0.01826 -1.23931 -2.31435
H -0.16265 2.03979 1.53110
N 1.03507 2.65003 0.10485
C -1.06027 -1.39505 -2.31937
C 0.17521 1.67458 0.55547
H -0.13331 -2.92158 0.44273
C 0.15110 -0.86732 0.26115
N 0.91662 0.25134 0.71983
H -0.98142 -0.29373 -0.39929
H -2.94837 -2.38928 -1.44936
```